# 1
{"formula": "C37H84NO12P2", "method": "the ωB97M-V functional and the def2-TZVPD basis", "elements": ["C", "C", "C", "C", "C", "C", "C", "C", "C", "C", "C", "C", "C", "C", "C", "O", "P", "C", "C", "C", "C", "O", "C", "O", "P", "N", "O", "O", "O", "C", "C", "C", "C", "C", "H", "H", "H", "H", "H", "H", "H", "H", "H", "H", "H", "H", "H", "H", "H", "H", "H", "H", "H", "H", "H", "H", "H", "H", "H", "H", "H", "H", "H", "H", "H", "H", "H", "H", "H", "H", "H", "H", "H", "H", "H", "H", "H", "H", "H", "H", "H", "H", "H", "H", "H", "H", "H", "H", "C", "O", "C", "C", "O", "C", "H", "H", "H", "H", "H", "H", "H", "H", "H", "H", "C", "O", "C", "C", "O", "C", "H", "H", "H", "H", "H", "H", "H", "H", "H", "H", "C", "O", "C", "C", "O", "C", "H", "H", "H", "H", "H", "H", "H", "H", "H", "H"], "positions_angstrom": [[5.941, -0.859, 3.647], [6.409, -2.300, 3.459], [5.271, -3.281, 3.165], [4.588, -3.086, 1.813], [5.474, -3.403, 0.597], [6.092, -2.196, -0.117], [5.093, -1.113, -0.559], [5.670, 0.294, -0.383], [4.735, 1.448, -0.721], [3.378, 1.340, -0.042], [2.454, 2.550, -0.256], [1.829, 3.094, 1.047], [0.291, 3.169, 1.056], [-0.493, 1.944, 0.538], [-1.602, 1.455, 1.470], [-2.622, 0.866, 0.711], [-3.717, -0.053, 1.711], [-4.841, 1.465, 2.007], [-6.291, 1.329, 1.527], [-6.532, 1.571, 0.024], [-6.810, 0.323, -0.791], [-6.327, 0.509, -2.146], [-6.987, -0.187, -3.069], [-6.469, -0.761, -4.000], [-4.933, -1.403, 3.074], [-6.082, -2.277, 2.456], [-3.879, -2.388, 3.805], [-5.413, -0.606, 4.415], [-2.716, 0.330, 3.092], [-1.358, 0.492, 2.630], [-0.526, 0.946, 3.821], [0.881, 0.318, 4.001], [1.395, -0.463, 2.790], [0.925, -0.593, 5.224], [6.784, -0.173, 3.540], [5.529, -0.700, 4.644], [5.198, -0.555, 2.911], [7.152, -2.348, 2.660], [6.898, -2.626, 4.379], [5.627, -4.309, 3.267], [4.510, -3.135, 3.940], [3.695, -3.712, 1.785], [4.232, -2.058, 1.759], [4.926, -4.020, -0.119], [6.299, -4.033, 0.949], [6.593, -2.569, -1.013], [6.848, -1.739, 0.526], [4.883, -1.252, -1.625], [4.138, -1.215, -0.048], [6.000, 0.385, 0.658], [6.571, 0.340, -1.002], [4.627, 1.588, -1.799], [5.189, 2.377, -0.358], [3.580, 1.267, 1.028], [2.868, 0.433, -0.367], [1.687, 2.314, -0.994], [3.060, 3.339, -0.707], [2.183, 4.122, 1.164], [2.183, 2.556, 1.926], [-0.030, 3.356, 2.083], [0.001, 4.063, 0.499], [0.167, 1.138, 0.214], [-1.037, 2.252, -0.357], [-2.021, 2.355, 1.957], [-4.505, -0.403, 0.553], [-2.934, -1.253, 1.460], [-4.846, 1.763, 3.060], [-4.391, 2.306, 1.472], [-6.865, 2.095, 2.057], [-6.727, 0.373, 1.841], [-7.405, 2.221, -0.077], [-5.681, 2.103, -0.403], [-7.885, 0.119, -0.835], [-6.318, -0.558, -0.384], [-8.082, -0.155, -2.950], [-6.138, -2.085, 1.463], [-3.302, -1.867, 4.377], [-5.930, 0.161, 4.155], [-1.088, -0.507, 2.275], [-0.466, 2.035, 3.847], [-1.111, 0.667, 4.699], [1.597, 1.126, 4.180], [2.477, -0.578, 2.871], [0.933, -1.448, 2.725], [1.210, 0.076, 1.866], [0.258, -1.447, 5.094], [1.936, -0.990, 5.357], [0.661, -0.060, 6.138], [1.003, 4.310, -5.020], [2.200, 4.483, -5.763], [3.262, 5.037, -5.009], [4.211, 3.982, -4.482], [3.580, 3.094, -3.578], [3.160, 1.883, -4.187], [0.377, 3.602, -5.562], [1.193, 3.916, -4.020], [0.467, 5.262, -4.933], [2.869, 5.633, -4.178], [3.819, 5.707, -5.671], [5.017, 4.484, -3.937], [4.662, 3.428, -5.313], [4.004, 1.189, -4.274], [2.731, 2.055, -5.176], [2.402, 1.435, -3.547], [-3.423, -5.074, 5.320], [-2.738, -5.783, 6.352], [-3.239, -7.079, 6.592], [-2.430, -8.155, 5.895], [-2.479, -8.053, 4.486], [-1.384, -7.356, 3.920], [-2.785, -4.260, 4.997], [-3.634, -5.713, 4.462], [-4.361, -4.657, 5.696], [-4.291, -7.149, 6.294], [-3.182, -7.257, 7.672], [-2.846, -9.133, 6.161], [-1.392, -8.123, 6.246], [-0.502, -8.005, 3.863], [-1.136, -6.462, 4.494], [-1.671, -7.059, 2.913], [-3.677, 3.766, -9.322], [-2.465, 3.941, -10.035], [-1.409, 4.459, -9.246], [-0.478, 3.383, -8.730], [-1.133, 2.480, -7.856], [-1.546, 1.280, -8.487], [-4.304, 3.092, -9.903], [-3.507, 3.329, -8.336], [-4.199, 4.722, -9.205], [-1.808, 5.040, -8.408], [-0.834, 5.138, -9.883], [0.325, 3.864, -8.161], [-0.020, 2.842, -9.565], [-0.702, 0.589, -8.590], [-1.977, 1.469, -9.472], [-2.300, 0.819, -7.852]], "total_charge": -1, "total_energy_ha": -3100.453000, "gap_ev": 6.7, "homo_energy_ev": -4.497}

***

# 2
{"formula": "C37H85BN5O32", "method": "the ωB97M-V functional and the def2-TZVPD basis", "elements": ["O", "C", "O", "B", "O", "C", "O", "O", "C", "O", "C", "O", "O", "C", "N", "O", "O", "H", "H", "H", "C", "N", "O", "O", "H", "H", "H", "C", "N", "O", "O", "H", "H", "H", "C", "N", "O", "O", "H", "H", "H", "C", "N", "O", "O", "H", "H", "H", "C", "O", "C", "C", "O", "C", "H", "H", "H", "H", "H", "H", "H", "H", "H", "H", "C", "O", "C", "C", "O", "C", "H", "H", "H", "H", "H", "H", "H", "H", "H", "H", "C", "O", "C", "C", "O", "C", "H", "H", "H", "H", "H", "H", "H", "H", "H", "H", "C", "O", "C", "C", "O", "C", "H", "H", "H", "H", "H", "H", "H", "H", "H", "H", "C", "O", "C", "C", "O", "C", "H", "H", "H", "H", "H", "H", "H", "H", "H", "H", "C", "O", "C", "C", "O", "C", "H", "H", "H", "H", "H", "H", "H", "H", "H", "H", "C", "O", "C", "C", "O", "C", "H", "H", "H", "H", "H", "H", "H", "H", "H", "H"], "positions_angstrom": [[-3.256, 1.529, 1.157], [-2.283, 0.835, 1.226], [-1.083, 1.092, 0.764], [-0.198, -0.086, 0.934], [-1.047, -1.115, 1.547], [-2.267, -0.633, 1.700], [-3.246, -1.244, 2.025], [0.968, 0.281, 1.752], [2.056, 0.272, 1.017], [3.184, 0.404, 1.384], [1.662, -0.217, -0.375], [0.364, -0.440, -0.387], [2.408, -0.514, -1.268], [6.119, 1.627, 1.709], [7.431, 1.272, 2.285], [8.450, 1.689, 1.770], [7.391, 0.618, 3.314], [5.480, 0.752, 1.791], [6.117, 2.114, 0.742], [5.704, 2.299, 2.466], [3.726, -3.037, -0.264], [5.168, -2.864, -0.596], [5.898, -2.417, 0.265], [5.509, -3.133, -1.732], [3.412, -2.181, 0.324], [3.700, -3.898, 0.403], [3.104, -3.130, -1.143], [-0.831, -2.351, -2.285], [-1.520, -2.511, -3.589], [-0.833, -2.808, -4.544], [-2.691, -2.237, -3.665], [-0.949, -3.272, -1.718], [-1.293, -1.517, -1.769], [0.214, -2.075, -2.387], [-6.371, 1.483, 0.550], [-7.599, 2.111, 0.015], [-8.094, 1.606, -0.984], [-8.127, 3.020, 0.629], [-5.497, 1.633, -0.077], [-6.544, 0.416, 0.653], [-6.157, 1.895, 1.530], [4.893, -1.081, 3.372], [3.894, -2.061, 3.872], [3.710, -2.102, 5.057], [3.318, -2.741, 3.052], [5.763, -1.214, 4.013], [4.455, -0.102, 3.524], [5.274, -1.269, 2.374], [-3.011, -3.625, 6.914], [-2.477, -2.516, 7.597], [-2.739, -1.301, 6.907], [-1.495, -0.798, 6.188], [-1.079, -1.797, 5.282], [0.154, -1.422, 4.693], [-4.105, -3.675, 6.869], [-2.607, -4.531, 7.363], [-2.715, -3.653, 5.858], [-3.023, -0.611, 7.706], [-3.605, -1.342, 6.241], [-0.729, -0.665, 6.963], [-1.640, 0.174, 5.703], [0.408, -2.119, 3.901], [0.957, -1.355, 5.438], [0.148, -0.385, 4.331], [-10.397, 0.587, 1.796], [-9.124, 0.251, 2.221], [-9.000, 0.153, 3.630], [-7.612, -0.185, 4.125], [-6.669, 0.796, 3.800], [-5.386, 0.555, 4.334], [-10.800, 1.508, 2.234], [-11.194, -0.162, 1.916], [-10.431, 0.751, 0.717], [-9.771, -0.534, 3.999], [-9.308, 1.123, 4.048], [-7.232, -1.120, 3.684], [-7.713, -0.390, 5.201], [-4.735, 1.337, 3.943], [-4.964, -0.364, 3.909], [-5.368, 0.552, 5.426], [5.175, 0.093, -1.672], [4.880, 1.418, -2.030], [3.627, 1.873, -1.577], [3.657, 3.375, -1.373], [4.513, 3.655, -0.264], [4.497, 4.985, 0.169], [5.370, -0.042, -0.598], [6.087, -0.173, -2.201], [4.392, -0.651, -1.857], [3.295, 1.341, -0.680], [2.829, 1.698, -2.311], [2.652, 3.685, -1.054], [4.054, 3.938, -2.221], [3.461, 5.326, 0.280], [5.032, 5.711, -0.454], [4.972, 5.035, 1.150], [-2.806, 2.929, -2.018], [-1.601, 2.725, -2.727], [-1.421, 1.354, -3.020], [-0.126, 1.239, -3.809], [-0.211, 2.020, -4.968], [1.010, 2.099, -5.638], [-3.597, 2.330, -2.482], [-3.139, 3.969, -2.065], [-2.711, 2.718, -0.948], [-2.245, 0.963, -3.627], [-1.351, 0.815, -2.070], [0.078, 0.198, -4.087], [0.674, 1.586, -3.139], [1.868, 2.380, -5.004], [1.045, 2.731, -6.520], [1.437, 1.135, -5.963], [0.269, -4.257, 1.402], [-0.456, -4.907, 2.427], [-1.711, -4.298, 2.716], [-2.701, -4.292, 1.570], [-2.829, -5.588, 1.043], [-3.501, -5.579, -0.201], [0.286, -3.189, 1.615], [-0.163, -4.469, 0.414], [1.251, -4.722, 1.329], [-1.539, -3.330, 3.191], [-2.122, -4.932, 3.505], [-2.439, -3.517, 0.841], [-3.633, -3.985, 2.065], [-2.995, -4.950, -0.941], [-4.542, -5.270, -0.091], [-3.426, -6.597, -0.584], [1.940, 4.499, -3.317], [1.663, 5.295, -2.202], [0.635, 4.774, -1.381], [1.204, 3.679, -0.459], [1.812, 4.332, 0.633], [2.426, 3.438, 1.535], [2.254, 3.488, -3.027], [2.735, 4.946, -3.914], [1.092, 4.361, -4.000], [-0.238, 4.486, -1.966], [0.328, 5.581, -0.714], [1.926, 3.066, -1.015], [0.414, 3.012, -0.094], [2.973, 4.075, 2.229], [3.119, 2.775, 1.002], [1.742, 2.804, 2.110], [3.955, 0.167, -9.750], [3.285, -0.236, -8.572], [3.966, -1.262, -7.886], [3.304, -1.580, -6.582], [3.492, -0.523, -5.673], [2.915, -0.757, -4.405], [5.038, 0.197, -9.564], [3.691, 1.206, -9.928], [3.802, -0.549, -10.559], [5.029, -1.035, -7.739], [3.918, -2.166, -8.513], [3.665, -2.534, -6.175], [2.215, -1.668, -6.733], [3.190, 0.119, -3.822], [3.314, -1.651, -3.914], [1.829, -0.854, -4.500]], "total_charge": -1, "total_energy_ha": -4166.546930, "gap_ev": 8.7, "homo_energy_ev": -7.224, "de_lowest_kcal_mol": 0.0}

***

# 3
{"formula": "C37H85BrClN3O16P", "method": "the ωB97M-V functional and the def2-TZVPD basis", "elements": ["C", "C", "O", "C", "C", "C", "O", "O", "C", "C", "C", "C", "C", "C", "N", "C", "C", "O", "C", "N", "N", "Br", "C", "P", "O", "Cl", "H", "H", "H", "H", "H", "H", "H", "H", "H", "H", "H", "H", "H", "H", "H", "H", "H", "H", "H", "C", "C", "O", "H", "H", "H", "H", "H", "H", "C", "C", "O", "H", "H", "H", "H", "H", "H", "C", "C", "O", "H", "H", "H", "H", "H", "H", "C", "C", "O", "H", "H", "H", "H", "H", "H", "C", "C", "O", "H", "H", "H", "H", "H", "H", "C", "C", "O", "H", "H", "H", "H", "H", "H", "C", "C", "O", "H", "H", "H", "H", "H", "H", "C", "C", "O", "H", "H", "H", "H", "H", "H", "C", "C", "O", "H", "H", "H", "H", "H", "H", "C", "C", "O", "H", "H", "H", "H", "H", "H", "C", "C", "O", "H", "H", "H", "H", "H", "H"], "positions_angstrom": [[-2.413, 0.787, 1.416], [-2.294, -0.451, 0.556], [-1.394, -0.315, -0.556], [-0.021, -0.574, -0.406], [0.388, -2.059, -0.192], [-0.744, -3.076, -0.152], [-1.263, -3.573, -1.098], [-1.120, -3.444, 1.108], [0.792, 0.389, 0.492], [0.870, 0.139, 2.001], [1.719, 0.968, 2.727], [1.858, 0.781, 4.097], [1.130, -0.253, 4.669], [0.300, -1.014, 3.856], [0.146, -0.848, 2.536], [0.435, 1.838, 0.179], [0.886, 2.184, -1.212], [2.301, 2.167, -1.378], [2.851, 3.311, -1.106], [3.346, 4.306, -0.856], [0.254, 1.235, -2.171], [0.941, 1.655, -3.923], [0.467, -0.228, -1.867], [-0.602, -1.302, -3.032], [-1.559, -0.132, -3.679], [0.781, -1.708, -4.519], [-2.938, 1.551, 0.849], [-1.473, 1.209, 1.740], [-3.059, 0.555, 2.256], [-3.271, -0.641, 0.117], [-2.101, -1.326, 1.168], [0.939, -2.175, 0.733], [1.069, -2.401, -0.969], [-0.618, -4.239, 1.342], [1.826, 0.260, 0.158], [2.281, 1.760, 2.256], [2.506, 1.417, 4.681], [1.204, -0.478, 5.720], [-0.271, -1.811, 4.311], [0.935, 2.523, 0.854], [-0.635, 2.021, 0.200], [0.510, 3.176, -1.459], [-0.748, 1.462, -2.202], [1.517, -0.465, -2.001], [-1.194, 0.175, -4.523], [7.602, 5.346, -1.830], [7.267, 6.190, -0.614], [5.972, 6.773, -0.712], [7.548, 5.949, -2.736], [8.604, 4.921, -1.751], [6.887, 4.525, -1.937], [7.969, 7.016, -0.517], [7.328, 5.583, 0.298], [5.332, 6.058, -0.784], [-1.148, -5.314, -4.553], [-2.486, -6.023, -4.635], [-2.738, -6.802, -3.469], [-0.343, -6.040, -4.423], [-0.952, -4.733, -5.456], [-1.125, -4.637, -3.693], [-2.507, -6.711, -5.478], [-3.296, -5.297, -4.769], [-2.740, -6.207, -2.713], [2.760, -5.114, -2.200], [2.366, -5.769, -0.889], [1.226, -5.115, -0.311], [2.987, -4.056, -2.048], [3.635, -5.600, -2.632], [1.942, -5.174, -2.923], [3.173, -5.693, -0.162], [2.143, -6.825, -1.035], [0.502, -5.196, -0.943], [4.695, -10.580, -1.318], [4.277, -9.560, -0.276], [2.980, -9.025, -0.543], [4.690, -10.132, -2.312], [5.694, -10.964, -1.112], [4.000, -11.423, -1.333], [4.962, -8.713, -0.274], [4.287, -10.008, 0.722], [2.355, -9.757, -0.536], [-6.552, 3.195, -0.740], [-5.877, 1.896, -0.349], [-5.224, 1.984, 0.920], [-5.825, 4.008, -0.771], [-7.020, 3.112, -1.719], [-7.315, 3.469, -0.006], [-5.104, 1.636, -1.072], [-6.607, 1.081, -0.321], [-5.890, 2.200, 1.580], [6.122, 4.266, 4.507], [4.749, 3.640, 4.351], [4.380, 2.860, 5.491], [6.874, 3.494, 4.680], [6.398, 4.831, 3.616], [6.146, 4.942, 5.364], [4.733, 2.961, 3.504], [3.995, 4.416, 4.176], [4.373, 3.435, 6.262], [0.511, 5.623, 2.535], [-0.506, 5.062, 1.560], [-1.304, 4.035, 2.148], [1.162, 4.829, 2.904], [1.126, 6.391, 2.064], [0.011, 6.065, 3.399], [0.000, 4.607, 0.705], [-1.155, 5.858, 1.183], [-1.772, 4.420, 2.895], [0.510, -5.870, 3.867], [0.904, -4.429, 3.601], [1.356, -3.768, 4.778], [-0.272, -5.915, 4.625], [0.146, -6.356, 2.959], [1.363, -6.442, 4.239], [0.049, -3.855, 3.247], [1.686, -4.385, 2.832], [2.123, -4.246, 5.108], [-7.961, 3.948, -6.144], [-7.871, 3.367, -4.746], [-6.759, 3.925, -4.031], [-7.041, 3.754, -6.696], [-8.798, 3.518, -6.694], [-8.097, 5.031, -6.101], [-7.718, 2.289, -4.788], [-8.787, 3.565, -4.188], [-6.899, 4.876, -3.985], [6.731, -0.622, 2.783], [5.946, 0.544, 2.213], [4.709, 0.739, 2.900], [6.142, -1.538, 2.729], [7.663, -0.771, 2.238], [6.971, -0.446, 3.834], [5.692, 0.361, 1.169], [6.541, 1.463, 2.264], [4.916, 0.909, 3.828], [-10.778, 4.280, -0.691], [-9.867, 4.609, -1.859], [-10.591, 4.592, -3.093], [-11.231, 3.299, -0.832], [-10.229, 4.281, 0.252], [-11.589, 5.008, -0.617], [-9.073, 3.872, -1.943], [-9.408, 5.595, -1.726], [-11.287, 5.252, -3.023]], "total_charge": 1, "total_energy_ha": -6204.070707, "gap_ev": 6.8, "homo_energy_ev": -11.445}